223
Properties=species:S:1:pos:R:3 method="wB97M-V/def2-TZVPD" e_tot_ha=-3985.20572 gap_ha=0.348 charge=0
C 17.76 18.51 16.09
C 16.38 19.10 16.23
O 15.79 19.10 17.57
O 18.74 19.30 16.65
H 17.96 18.30 14.96
H 17.69 17.50 16.54
H 15.75 18.41 15.58
H 16.29 20.10 15.88
H 16.47 19.15 18.24
H 19.48 18.72 16.93
C 20.75 9.00 18.33
C 19.38 9.29 17.75
O 19.37 9.27 16.33
O 20.74 8.85 19.73
H 21.42 9.84 18.06
H 21.15 8.05 17.92
H 19.03 10.25 18.13
H 18.72 8.57 18.19
H 18.87 8.57 15.95
H 20.21 9.57 20.13
C 16.19 14.07 17.61
C 14.74 14.20 18.06
O 14.54 14.15 19.46
O 16.71 12.81 18.03
H 16.75 14.95 17.96
H 16.15 14.11 16.54
H 14.23 13.31 17.68
H 14.25 15.02 17.58
H 15.02 14.94 19.83
H 17.47 12.52 17.42
C 16.75 10.70 20.63
C 17.60 11.85 21.20
C 18.88 12.32 20.50
O 19.96 11.38 20.74
C 21.19 11.98 20.37
N 16.73 13.07 21.32
H 17.26 9.75 20.47
H 16.20 10.98 19.72
H 15.96 10.41 21.30
H 17.94 11.59 22.16
H 19.11 13.25 21.02
H 18.80 12.43 19.42
H 21.32 12.89 20.96
H 21.23 12.11 19.26
H 21.97 11.28 20.69
H 16.22 13.24 20.42
H 16.10 12.85 22.09
C 14.17 17.37 22.32
C 14.95 18.01 21.17
C 15.75 19.12 21.76
O 16.70 19.40 20.79
C 17.54 20.50 21.03
N 15.67 16.93 20.45
H 13.29 16.82 21.96
H 13.90 18.11 23.07
H 14.75 16.62 22.83
H 14.33 18.49 20.42
H 16.14 18.85 22.80
H 14.96 19.87 21.80
H 18.59 20.21 21.41
H 17.20 21.20 21.74
H 17.74 21.06 20.05
H 16.57 16.70 20.87
H 15.90 17.30 19.55
C 18.39 16.25 10.08
C 16.97 15.80 9.66
C 16.45 14.82 10.75
O 16.05 15.56 11.87
C 15.75 14.75 12.98
N 15.98 16.93 9.59
H 19.07 15.38 10.13
H 18.34 16.75 11.07
H 18.89 16.95 9.40
H 16.96 15.26 8.67
H 17.28 14.16 11.10
H 15.59 14.18 10.37
H 15.28 15.39 13.71
H 16.68 14.33 13.37
H 15.17 13.95 12.67
H 15.04 16.54 9.37
H 15.92 17.15 10.58
C 11.86 8.50 16.52
C 12.19 8.49 18.04
C 13.63 9.04 18.23
O 14.59 8.23 17.50
C 15.84 8.64 18.07
N 11.26 9.34 18.79
H 12.22 9.44 16.10
H 10.79 8.31 16.42
H 12.34 7.59 16.08
H 12.14 7.46 18.38
H 13.86 9.02 19.29
H 13.72 10.03 17.79
H 16.56 7.84 17.97
H 15.77 8.92 19.10
H 16.27 9.49 17.57
H 11.19 10.24 18.29
H 10.32 8.87 18.82
C 17.52 9.67 13.20
C 16.46 9.21 14.13
C 15.13 8.90 13.43
O 14.68 10.05 12.83
C 13.37 9.85 12.23
N 17.04 7.96 14.80
H 18.47 9.88 13.75
H 17.26 10.65 12.81
H 17.64 8.96 12.32
H 16.28 9.98 14.88
H 14.40 8.57 14.11
H 15.33 8.00 12.77
H 12.95 10.84 12.03
H 12.73 9.27 12.99
H 13.46 9.32 11.30
H 16.77 7.22 14.17
H 16.52 7.70 15.66
C 11.77 12.45 14.41
C 12.04 12.97 15.80
C 11.98 14.48 15.84
O 12.97 15.20 15.17
C 12.69 16.56 15.20
N 11.23 12.26 16.80
H 12.17 13.12 13.59
H 10.64 12.30 14.37
H 12.17 11.47 14.21
H 13.08 12.82 16.02
H 12.03 14.84 16.88
H 10.98 14.79 15.35
H 11.77 16.79 14.72
H 13.46 17.08 14.63
H 12.59 16.95 16.22
H 11.06 12.84 17.69
H 10.30 12.21 16.36
C 10.45 14.62 19.65
C 10.61 13.76 20.88
C 10.66 12.28 20.45
O 9.55 11.86 19.61
C 8.27 12.07 20.23
N 11.77 14.21 21.62
H 11.38 14.71 19.08
H 10.13 15.64 19.74
H 9.69 14.11 19.04
H 9.71 13.98 21.50
H 10.80 11.62 21.32
H 11.56 12.10 19.87
H 7.96 13.18 20.23
H 8.35 11.68 21.25
H 7.56 11.58 19.62
H 12.49 14.51 21.01
H 12.13 13.41 22.14
C 18.99 16.62 18.87
C 20.38 16.93 19.49
C 20.70 18.39 19.38
O 21.08 18.82 18.08
C 21.35 20.22 18.11
N 20.21 16.63 20.89
H 18.19 17.29 19.30
H 18.65 15.64 19.17
H 18.93 16.53 17.81
H 21.23 16.37 19.09
H 21.53 18.65 20.09
H 19.85 19.01 19.71
H 20.50 20.88 18.32
H 21.82 20.63 17.17
H 22.04 20.30 18.94
H 20.92 16.02 21.32
H 19.35 16.19 21.09
C 14.34 13.38 24.95
C 14.01 12.08 24.16
C 14.73 10.79 24.67
O 16.08 10.66 24.01
C 16.68 9.42 24.35
N 12.57 11.89 24.28
H 13.83 14.22 24.39
H 15.39 13.57 24.90
H 14.06 13.42 26.00
H 14.24 12.13 23.14
H 14.28 9.85 24.34
H 14.82 10.85 25.78
H 16.17 8.53 23.87
H 16.87 9.26 25.42
H 17.70 9.47 23.92
H 12.16 12.82 24.47
H 12.18 11.43 23.48
C 11.15 8.34 22.73
C 12.58 8.65 22.42
C 13.30 7.58 21.67
O 14.66 7.96 21.52
C 15.46 6.87 21.29
N 12.77 10.00 21.76
H 10.81 9.12 23.43
H 11.10 7.43 23.33
H 10.47 8.29 21.88
H 13.01 8.72 23.42
H 12.84 7.37 20.69
H 13.28 6.64 22.20
H 15.31 6.31 20.39
H 15.25 6.22 22.18
H 16.48 7.16 21.47
H 12.35 9.87 20.88
H 13.76 10.20 21.71
C 20.60 13.17 16.62
C 19.59 13.09 15.53
C 20.32 12.82 14.25
O 19.32 12.34 13.32
C 20.01 11.82 12.11
N 18.70 12.04 15.82
H 21.05 12.22 16.69
H 20.16 13.40 17.64
H 21.43 13.83 16.33
H 19.11 14.05 15.52
H 21.08 12.04 14.49
H 20.78 13.73 13.80
H 20.74 11.05 12.40
H 20.51 12.61 11.65
H 19.23 11.42 11.47
H 19.17 11.12 15.80
H 17.97 11.82 15.12
C 18.13 15.12 23.42
O 17.97 15.24 22.06
H 18.40 16.11 23.79
H 17.15 14.80 24.01
H 18.77 14.23 23.63
H 17.49 14.42 21.67



17
Properties=species:S:1:pos:R:3 method="wB97M-V/def2-TZVPD" e_above_lowest_ev=3.184 e_tot_ha=-288.96594 gap_ha=0.403 charge=+1
C 1.97 -0.85 2.80
C 1.01 -0.85 2.10
C -0.03 -1.34 -0.04
C -0.12 -0.78 1.30
C -0.45 1.24 -2.08
C -0.88 0.98 -0.69
N 0.06 0.11 -0.08
H 2.76 -1.24 3.36
H 0.78 -1.83 -0.42
H -1.09 -1.59 -0.29
H -1.05 -0.86 1.77
H 0.28 1.94 -1.99
H -0.13 0.47 -2.68
H -1.36 1.60 -2.51
H -1.90 0.50 -0.34
H -0.87 1.91 -0.10
H 1.02 0.57 -0.10



40
Properties=species:S:1:pos:R:3 method="wB97M-V/def2-TZVPD" e_above_lowest_ev=0.610 e_tot_ha=-1490.58652 gap_ha=0.326 charge=0
O 1.09 2.93 0.25
C 1.67 1.87 0.12
N 2.39 1.53 -0.97
H 2.74 0.58 -1.06
C 2.42 2.35 -2.16
H 2.16 3.36 -1.86
C 1.43 1.87 -3.23
H 0.41 1.99 -2.86
H 1.55 2.51 -4.10
C 1.64 0.40 -3.65
N 0.80 -0.52 -2.92
C 1.22 -1.27 -1.89
O 2.37 -1.24 -1.45
C 0.19 -2.11 -1.27
C 0.24 -2.87 -0.13
C -1.05 -3.40 0.05
C -1.80 -2.94 -1.00
O -1.06 -2.16 -1.80
H -2.82 -3.09 -1.27
H -1.38 -4.04 0.84
H 1.10 -3.01 0.49
H -0.17 -0.57 -3.18
H 1.42 0.29 -4.71
H 2.68 0.10 -3.47
H 3.44 2.34 -2.56
C 1.69 0.77 1.20
O 0.58 0.80 2.07
C -0.66 0.57 1.57
C -0.98 0.48 0.22
C -2.29 0.24 -0.17
C -3.29 0.09 0.77
C -2.99 0.18 2.12
C -1.69 0.42 2.51
Cl -1.29 0.53 4.19
H -3.75 0.06 2.87
H -4.31 -0.09 0.46
H -2.53 0.19 -1.22
H -0.22 0.60 -0.52
H 2.55 0.95 1.84
H 1.79 -0.22 0.73



86
Properties=species:S:1:pos:R:3 method="wB97M-V/def2-TZVPD" e_above_lowest_ev=1.035 spin_multiplicity=2 e_tot_ha=-5995.09104 gap_ha="0.270 / 0.253" charge=0
Ru -0.97 0.17 -0.50
S -0.33 -2.15 0.45
P 1.39 -1.05 0.43
C 0.90 0.57 0.51
P 0.15 1.09 1.97
S -1.81 0.68 1.69
C 0.37 2.87 2.20
C 1.23 3.59 1.37
C 1.38 4.95 1.56
C 0.68 5.60 2.57
C -0.17 4.88 3.40
C -0.33 3.52 3.21
C 0.77 0.36 3.51
C 0.05 -0.63 4.15
C 0.56 -1.23 5.30
C 1.80 -0.84 5.78
C 2.53 0.15 5.13
C 2.01 0.76 4.00
C 2.32 -1.26 -1.12
C 2.39 -0.22 -2.04
C 3.10 -0.38 -3.22
C 3.74 -1.59 -3.49
C 3.68 -2.62 -2.57
C 2.97 -2.46 -1.38
C 2.60 -1.65 1.64
C 3.86 -1.06 1.67
C 4.80 -1.48 2.59
C 4.49 -2.49 3.49
C 3.24 -3.08 3.47
C 2.29 -2.65 2.55
H 1.75 3.06 0.58
H 2.04 5.52 0.91
H 0.80 6.67 2.71
H -0.72 5.39 4.18
H -1.00 2.95 3.84
H -0.91 -0.94 3.75
H 0.00 -2.00 5.80
H 2.21 -1.31 6.67
H 3.50 0.44 5.51
H 2.57 1.54 3.50
H 1.90 0.72 -1.81
H 3.16 0.43 -3.93
H 4.29 -1.71 -4.41
H 4.18 -3.56 -2.77
H 2.93 -3.27 -0.66
H 4.10 -0.27 0.96
H 5.78 -1.02 2.61
H 5.23 -2.82 4.21
H 2.99 -3.86 4.18
H 1.30 -3.10 2.53
F -2.47 5.15 -0.57
C -3.21 4.69 -1.59
F -2.47 4.81 -2.71
F -4.26 5.52 -1.72
C -3.66 3.27 -1.37
C -5.00 2.97 -1.30
C -5.39 1.65 -1.08
C -4.41 0.70 -0.93
N -3.10 0.96 -1.01
C -2.71 2.24 -1.22
S -1.00 2.40 -1.22
H -5.73 3.75 -1.42
H -6.43 1.38 -1.01
H -4.68 -0.33 -0.75
C -2.96 0.47 -4.17
C -1.93 -0.65 -4.19
As -1.35 -1.39 -2.46
C 0.10 -2.49 -3.17
C -0.28 -3.55 -4.20
C -2.74 -2.76 -2.13
C -3.30 -2.96 -0.73
H -3.16 0.81 -5.18
H -2.61 1.32 -3.59
H -3.91 0.14 -3.74
H -1.00 -0.29 -4.65
H -2.27 -1.49 -4.79
H 0.60 -2.94 -2.32
H 0.80 -1.77 -3.61
H -0.83 -4.38 -3.75
H 0.63 -3.97 -4.64
H -0.88 -3.14 -5.01
H -2.27 -3.69 -2.45
H -3.54 -2.55 -2.85
H -2.52 -3.16 0.00
H -3.97 -3.82 -0.74
H -3.86 -2.11 -0.37



12
Properties=species:S:1:pos:R:3 method="wB97M-V/def2-TZVPD" e_above_lowest_ev=1.431 e_tot_ha=-989.47595 gap_ha=0.314 charge=0
C -1.04 -0.76 -0.26
C -0.02 0.05 0.44
C 1.28 -0.65 0.23
H -2.21 1.27 -0.14
H -0.78 -0.93 -1.33
H -0.96 -1.74 0.20
H -0.14 0.03 1.52
H 0.88 1.38 -0.46
H 1.15 -1.69 0.48
O 0.05 1.39 0.02
S -2.71 -0.05 -0.04
S 2.74 -0.03 -0.14



87
Properties=species:S:1:pos:R:3 method="wB97M-V/def2-TZVPD" e_tot_ha=-2184.71640 gap_ha=0.317 charge=0
C -5.53 -1.13 -0.32
C -4.90 -2.09 0.77
C -3.34 -2.09 0.66
C -2.65 -3.05 -0.21
C -1.21 -3.09 -0.38
C -0.35 -2.12 0.34
C -1.03 -1.18 1.19
C -2.50 -1.14 1.37
C -3.11 -0.03 2.30
O -4.02 -0.24 3.06
C -2.42 1.37 2.14
C -3.19 2.60 2.16
C -2.49 3.86 1.96
C -1.05 3.80 1.76
C -0.28 5.15 1.51
O 0.60 5.03 0.36
C -0.07 4.78 -0.81
F -0.10 3.44 -1.13
F -1.32 5.31 -0.87
F 0.65 5.37 -1.83
C -0.25 2.57 1.78
C -0.96 1.32 1.97
C -0.25 -0.07 1.98
O 0.79 -0.30 2.56
H -4.93 -1.07 -1.26
H -5.68 -0.08 0.04
H -6.54 -1.54 -0.60
H -5.27 -1.77 1.77
H -5.31 -3.13 0.60
H -3.24 -3.80 -0.80
H -0.69 -3.81 -1.07
H 0.76 -2.10 0.21
H -4.29 2.50 2.32
H -3.08 4.81 1.95
H -0.97 6.03 1.43
H 0.34 5.32 2.42
H 0.85 2.58 1.65
C -2.49 7.82 -5.37
C -2.55 6.39 -4.90
O -3.26 5.58 -5.46
C -1.71 6.01 -3.71
H -3.15 7.95 -6.23
H -2.82 8.49 -4.57
H -1.47 8.07 -5.67
H -2.01 6.60 -2.85
H -0.65 6.18 -3.94
H -1.85 4.96 -3.49
C 3.49 -5.78 -0.67
C 3.21 -4.30 -0.58
O 2.07 -3.87 -0.57
C 4.40 -3.37 -0.52
H 2.55 -6.32 -0.71
H 4.07 -5.99 -1.57
H 4.05 -6.10 0.22
H 5.01 -3.49 -1.41
H 4.99 -3.59 0.38
H 4.05 -2.34 -0.46
C 5.99 -3.53 4.39
C 6.83 -3.20 3.17
O 6.88 -3.96 2.23
C 7.59 -1.90 3.19
H 5.50 -4.49 4.24
H 6.63 -3.59 5.27
H 5.23 -2.76 4.53
H 8.29 -1.89 4.02
H 6.89 -1.07 3.28
H 8.14 -1.80 2.26
C 5.09 -8.11 -5.19
C 5.72 -7.48 -3.98
O 5.05 -6.89 -3.15
C 7.21 -7.62 -3.82
H 4.01 -7.93 -5.17
H 5.50 -7.66 -6.10
H 5.26 -9.19 -5.19
H 7.72 -7.15 -4.67
H 7.48 -8.68 -3.76
H 7.52 -7.12 -2.90
C -6.65 5.74 1.72
C -6.14 5.03 2.94
O -4.96 4.85 3.13
C -7.17 4.53 3.93
H -5.80 6.04 1.10
H -7.29 5.08 1.14
H -7.20 6.64 2.01
H -7.84 3.81 3.44
H -7.75 5.37 4.32
H -6.67 4.04 4.76